{"formula": "C2H8N4O2", "method": "the ωB97M-V functional and the def2-TZVPD basis", "symbols": ["N", "C", "O", "O", "H", "H", "H", "N", "C", "N", "N", "H", "H", "H", "H", "H"], "coordinates": [[0.5056, -1.2698, -2.0310], [1.1193, -1.4819, -0.7886], [2.3232, -0.8542, -0.6840], [0.6305, -2.1228, 0.0972], [0.6609, -0.3299, -2.4094], [-0.4934, -1.4584, -1.9752], [2.7036, -0.7668, -1.5774], [-0.2264, 1.8414, 0.4841], [-0.8448, 0.9213, 1.3289], [-2.1415, 0.5830, 0.9243], [-0.3666, 0.4461, 2.4069], [0.7815, 1.7919, 0.5470], [-0.5293, 1.7594, -0.4846], [-2.1822, 0.2087, -0.0194], [-2.4927, -0.0959, 1.5786], [0.5522, 0.8277, 2.6026]], "forces_ev_per_a": [[0.1, 0.0, 0.5], [-0.3, 0.6, -1.0], [0.0, -0.6, 0.2], [0.1, -0.2, 0.4], [0.2, 0.0, -0.1], [0.0, -0.1, 0.0], [-0.1, 0.3, 0.0], [-0.1, -0.3, 0.1], [0.1, 0.2, -0.4], [0.1, 0.0, 0.1], [-0.2, 0.0, 0.4], [0.1, 0.0, -0.2], [0.1, 0.1, 0.0], [0.1, 0.1, 0.0], [-0.1, -0.3, 0.1], [0.1, 0.0, 0.0]], "lowdin_charge": [0.053, -0.822, -0.055, 0.046, -0.023, 0.036, 0.043, 0.076, -0.687, 0.072, 0.082, 0.049, 0.014, 0.037, 0.064, 0.018], "spin_multiplicity": 2, "lumo_ev": [4.1, 3.9], "orbital_gap_ha": [0.1359, 0.3566], "total_charge": -1}